[1]
Computed, not measured: a molecular structure, C11H20BeBrClCs2FLiN3O10P in a non-equilibrium geometry, with ωB97M-V with the def2-TZVPD basis set.

highest occupied orbital energy: -12.696 eV
gap between HOMO and LUMO: 2.62 eV
total charge: +2
total energy: -4884.63546 a.u.
LUMO: -10.1 eV

Positions of all 52 atoms, in Å:
O  6.31227  -2.03924  2.42025
P  5.08194  -2.55326  1.82350
O  5.43580  -3.44543  0.59001
O  4.30856  -3.49024  3.04220
C  4.08711  -1.12853  1.35940
N  2.57502  -1.38961  1.23077
C  2.00163  -1.56321  2.63244
C  1.31021  -2.91972  2.93277
O  1.60475  -3.91040  1.97820
C  1.18267  -3.39966  0.71063
C  2.23038  -2.44257  0.23739
H  5.29858  -2.97494  -0.26334
H  4.10812  -4.40049  2.70454
H  4.50515  -0.76669  0.32146
H  4.24120  -0.32370  2.08169
H  2.19589  -0.49725  0.83251
H  2.77061  -1.36442  3.37199
H  1.26035  -0.77535  2.77514
H  0.23290  -2.78633  3.06004
H  1.67567  -3.27412  3.89587
H  0.23143  -2.88878  0.89678
H  1.05648  -4.21895  -0.00910
H  1.82771  -1.95814  -0.66872
H  3.09666  -2.99171  -0.11457
F  5.71771  -0.60447  -0.43947
Cl  2.76173  -2.34316  -2.63435
Cs  3.45343  0.45531  -0.07592
C  -4.63106  3.40642  -1.78673
C  -4.21144  2.21888  -2.37888
C  -2.95180  1.72357  -2.10329
C  -2.11561  2.41743  -1.23707
C  -2.52760  3.60017  -0.64164
C  -3.78986  4.09515  -0.92561
N  -0.79279  1.88068  -0.93456
O  -0.44357  0.83539  -1.48723
O  -0.08178  2.49869  -0.17572
H  -5.61575  3.80518  -1.98917
H  -4.86856  1.68121  -3.04698
H  -2.63755  0.80774  -2.55975
H  -1.86307  4.12789  0.02754
H  -4.15965  5.02567  -0.50252
O  -5.17351  0.32383  -4.80159
H  -5.08880  -0.56069  -5.17728
H  -5.36563  0.87133  -5.57376
Cs  -1.66871  0.08541  -4.20856
N  -6.18144  6.69604  -0.23992
O  -5.07846  7.14032  0.25792
O  -7.04626  7.41790  -0.63005
O  -6.29642  5.42230  -0.17728
Li  -5.20430  5.81179  1.48749
Br  5.72746  -5.05660  3.53204
Be  1.50219  -6.28062  0.58046

***

[2]
Computed, not measured: 2 unconnected molecules or ions with the total composition C11H20Cl in a non-equilibrium geometry, with ωB97M-V with the def2-TZVPD basis set.

highest occupied orbital energy (spin up / spin down): -9.303 / -10.204 eV
gap between HOMO and LUMO (spin up / spin down): 9.95 / 9.64 eV
ΔE to the lowest compared entry with this formula, charge and spin: 163.2 kJ/mol
total charge: 0
total energy: -891.22604 a.u.
multiplicity: 2
LUMO (spin up / spin down): 0.6 / -0.6 eV

Positions of all 32 atoms, in Å:
Cl  0.46889  2.52548  -5.06953
H  0.63000  2.55838  -3.75077
C  0.05460  -1.58444  -1.01107
C  -0.02882  -1.08390  0.45351
C  1.24429  -1.48965  1.16172
C  2.53072  -0.80217  0.59165
C  2.46390  0.72818  0.67466
C  1.19660  1.27985  0.04004
C  -0.08399  0.51954  0.43141
C  -1.24094  1.19850  -0.35018
C  -2.57383  0.70565  0.20003
C  -2.59488  -0.82994  0.22394
C  -1.38840  -1.49533  0.98525
H  -0.65698  -0.92816  -1.55189
H  0.89536  -1.12107  -1.53238
H  1.27104  -1.36305  2.26138
H  1.41537  -2.55873  1.03223
H  3.43050  -1.14307  1.13341
H  2.70485  -1.09873  -0.43923
H  2.57357  1.05397  1.74049
H  3.31151  1.20863  0.16320
H  1.08506  2.34372  0.31759
H  1.25685  1.25491  -1.04912
H  -0.27361  0.83094  1.46875
H  -1.20365  2.31377  -0.26289
H  -1.09850  1.00979  -1.43260
H  -2.71596  1.06840  1.22619
H  -3.39329  1.14537  -0.37928
H  -3.53829  -1.18722  0.67838
H  -2.65994  -1.15502  -0.83235
H  -1.51783  -2.55141  0.82235
H  -1.56423  -1.35318  2.05512

***

[3]
Computed, not measured: a molecular structure, C11H20Cl2OTl in a non-equilibrium geometry, with ωB97M-V with the def2-TZVPD basis set.

highest occupied orbital energy: -2.341 eV
gap between HOMO and LUMO: 5.24 eV
ΔE to the lowest compared entry with this formula, charge and spin: 205.2 kJ/mol
total charge: -1
total energy: -1599.12006 a.u.
LUMO: 2.9 eV

Positions of all 35 atoms, in Å:
Tl  1.68250  -0.14281  -0.23617
Cl  0.78728  -2.47863  -0.01280
Cl  2.56628  0.61824  2.12687
C  3.31425  0.34777  -1.18985
H  3.44592  1.48144  -1.24858
H  3.42381  -0.17019  -2.15295
C  -0.40196  1.19977  -1.34306
C  0.62281  0.69211  -1.99359
H  -0.20583  1.95862  -0.55510
C  0.44936  -0.62568  -2.80584
H  1.65886  1.11026  -2.16685
C  -0.85979  -0.51116  -3.59113
H  1.31194  -0.81161  -3.46566
H  0.37915  -1.57448  -2.18101
C  -2.03170  -0.33846  -2.63001
H  -0.79659  0.36762  -4.22982
H  -1.04501  -1.39986  -4.22996
C  -1.81109  0.67625  -1.44971
H  -2.91830  -0.00397  -3.18089
H  -2.28822  -1.29816  -2.16523
H  -2.49642  1.48820  -1.56732
H  -2.03598  0.15600  -0.51458
C  -0.23601  0.85378  3.77031
C  0.16305  -0.62917  3.99932
C  0.03262  -1.29441  2.62592
O  -0.28733  -0.28470  1.63919
C  -0.71669  0.90321  2.31478
H  -1.04509  1.13366  4.45360
H  0.61404  1.52149  3.91904
H  -0.53813  -1.10485  4.69838
H  1.17742  -0.72538  4.39986
H  0.98910  -1.74861  2.33674
H  -0.73832  -2.06128  2.56737
H  -1.82574  0.91031  2.28279
H  -0.34018  1.78467  1.77589

***

[4]
Computed, not measured: a gas-phase ion, C11H20F3N5O4P (charge +1) in a non-equilibrium geometry, with ωB97M-V with the def2-TZVPD basis set.

highest occupied orbital energy: -12.136 eV
gap between HOMO and LUMO: 8.15 eV
total charge: +1
total energy: -1646.49394 a.u.
LUMO: -4.0 eV

Positions of all 44 atoms, in Å:
C  3.82290  1.05984  2.53479
C  3.63163  1.64230  1.03463
O  4.10420  2.77255  0.74607
N  2.86318  0.85303  0.05075
C  3.62586  -0.31776  -0.47592
C  2.74463  -1.29298  -1.41685
C  1.35997  -1.76084  -0.68920
C  0.23913  -0.74307  -1.20680
N  -1.15622  -1.04400  -0.75630
C  -1.63159  -2.28735  -0.08890
C  -1.53522  -2.29576  1.50952
O  -0.22808  -2.56321  2.04241
C  -2.09330  -0.98317  2.22844
F  -1.92473  -1.19328  3.63519
F  -1.36525  0.20133  1.94245
F  -3.50869  -0.80720  2.06546
C  -2.07843  -0.09304  -1.04060
N  -1.72710  1.17121  -1.71091
C  -2.98132  1.86809  -1.76159
P  -2.91029  3.58737  -2.56808
O  -1.22299  3.91962  -2.73788
O  -3.42721  4.65288  -1.30487
N  -4.06198  1.10459  -1.20136
N  -3.48918  -0.07677  -0.78957
H  3.07649  0.21840  2.74581
H  3.62987  1.87846  3.32460
H  4.88835  0.66240  2.68900
H  2.00700  0.56097  0.56461
H  4.47534  0.10841  -1.12653
H  4.08821  -0.89066  0.40810
H  2.50151  -0.80937  -2.42033
H  3.43013  -2.19349  -1.64136
H  1.17806  -2.84589  -1.00829
H  1.58560  -1.66446  0.43852
H  0.23077  -0.83602  -2.35987
H  0.58539  0.32548  -0.99182
H  -2.71273  -2.49499  -0.43698
H  -1.01905  -3.18153  -0.47236
H  -2.20708  -3.16475  1.86833
H  0.23896  -1.69868  2.17450
H  -0.87695  3.82326  -1.81403
H  -3.05488  4.22995  -0.48834
H  -5.03645  1.41723  -1.13341
H  -4.05847  -0.81907  -0.36104

***

[5]
Computed, not measured: a molecular structure, C11H20MnN3O4PS4, with ωB97M-V with the def2-TZVPD basis set.

highest occupied orbital energy (spin up / spin down): -14.051 / -15.078 eV
gap between HOMO and LUMO (spin up / spin down): 5.78 / 7.18 eV
ΔE to the lowest compared entry with this formula, charge and spin: 97.6 kJ/mol
total charge: +2
total energy: -3980.91713 a.u.
multiplicity: 4
LUMO (spin up / spin down): -8.3 / -7.9 eV

Positions of all 44 atoms, in Å:
Mn  0.17897  -1.14078  1.02527
C  2.61449  -4.43952  0.17585
C  2.50456  -3.02466  0.69877
C  3.62850  -2.64871  1.64980
O  1.20640  -2.85534  1.38550
C  2.43972  -2.01004  -0.43362
O  3.12809  -2.01280  -1.39883
O  1.50960  -1.01671  -0.21909
H  2.76529  -5.14529  0.99266
H  3.47269  -4.49402  -0.49196
H  1.72345  -4.72341  -0.38313
H  3.69764  -3.36992  2.46464
H  3.48249  -1.65194  2.06876
H  4.57263  -2.66045  1.10637
H  1.12711  -3.46531  2.13056
S  -1.62905  -2.00224  2.10411
S  -1.75439  -1.90964  4.07899
S  -2.78027  -0.09481  4.54477
S  -2.76756  1.06536  3.02928
O  0.80746  0.51694  3.44602
C  0.53389  -0.08215  2.53703
C  -2.50200  3.13353  -0.93970
N  -0.97582  3.28191  -0.73462
C  -0.28357  3.07310  -2.10407
N  -0.66435  1.83080  -2.66714
C  -2.11405  1.75195  -2.83239
N  -2.80148  1.88775  -1.54707
C  -2.61683  0.73577  -0.66887
P  -0.82080  0.56845  -0.26182
C  -0.47855  2.30019  0.28308
C  -0.10941  0.67364  -1.96545
H  -2.79685  3.96334  -1.58146
H  -2.96508  3.23545  0.04134
H  -0.77754  4.23011  -0.40703
H  0.78970  3.12922  -1.92627
H  -0.60368  3.90784  -2.72722
H  -2.37627  0.79730  -3.28351
H  -2.44358  2.55258  -3.49482
H  -2.95845  -0.16977  -1.17211
H  -3.20399  0.84657  0.24370
H  0.59516  2.44644  0.41523
H  -0.97748  2.50168  1.23242
H  -0.35383  -0.23918  -2.51089
H  0.97705  0.72681  -1.90307

***

[6]
Computed, not measured: C11H20N2O3 in the gas phase in a non-equilibrium geometry, with ωB97M-V with the def2-TZVPD basis set.

highest occupied orbital energy: -9.332 eV
gap between HOMO and LUMO: 10.03 eV
ΔE to the lowest compared entry with this formula, charge and spin: 611.7 kJ/mol
total charge: 0
SMILES string: CC(C)C[C@H](N)C(=O)N1CCC[C@H]1C(=O)O
total energy: -766.19245 a.u.
LUMO: 0.7 eV

Positions of all 36 atoms, in Å:
C  2.97006  2.10825  1.45658
C  1.51703  2.52421  1.02927
C  1.54527  3.77653  0.10258
C  0.87442  1.36129  0.29400
C  0.38943  0.24291  1.19364
N  1.60418  -0.68578  1.31228
C  -0.80684  -0.54280  0.76488
O  -1.75339  -0.24623  1.48862
N  -0.93182  -1.25607  -0.32100
C  -0.00731  -1.40450  -1.43292
C  -0.86787  -1.30952  -2.76445
C  -1.86435  -2.40282  -2.16854
C  -2.23148  -1.86429  -0.79517
C  -2.80111  -2.57239  0.46620
O  -2.05981  -3.17292  1.27676
O  -4.21698  -2.37892  0.67043
H  2.99834  1.03719  1.98746
H  3.49341  2.01515  0.39220
H  3.46814  2.91585  1.99053
H  0.87297  2.83744  1.88789
H  2.27742  4.64731  0.32226
H  0.48028  4.12016  0.14919
H  1.79759  3.49041  -1.10702
H  1.76056  0.79255  -0.30329
H  0.16421  1.80278  -0.52551
H  0.17248  0.46609  2.22082
H  1.20862  -1.45032  1.99578
H  2.33672  -0.20926  1.96487
H  0.39780  -2.54197  -1.37832
H  0.70358  -0.54921  -1.72085
H  -1.43627  -0.14431  -2.67388
H  -0.35934  -1.52627  -3.95730
H  -2.95487  -2.55919  -2.61120
H  -1.50222  -3.45671  -1.93421
H  -2.83030  -1.00886  -0.87330
H  -4.40857  -2.85580  1.60075